The following is a DFT calculation (the ωB97M-V functional and the def2-TZVPD basis) of 11 unconnected molecules or ions with the total composition C33H78O23P4 in a non-equilibrium geometry.

Computed properties:
E ... -4400.448556 a.u.
E_HOMO ... -0.3318 Ha
Relative energy (zero: lowest compared OMol25 entry of this formula, charge and spin) ... 0.0 kcal/mol
M ... 966.86 g mol⁻¹
HOMO-LUMO gap ... 9.545 eV
SMILES ... COP(=O)(OC)OC.COP(=O)(OC)OC.COP(=O)(OC)OC.COP(=O)(OC)OC.CC(C)=O.CC(C)=O.CC(C)=O.CC(C)=O.CC(C)=O.CC(C)=O.CC(C)=O

Geometry (Å):
C  0.649  0.971  -4.619
C  -0.047  2.254  -4.920
O  0.555  3.298  -5.038
C  -1.610  2.212  -4.958
H  0.576  0.913  -3.534
H  1.680  0.982  -4.859
H  0.049  0.163  -5.003
H  -1.904  1.562  -5.831
H  -2.041  3.211  -5.102
H  -1.987  1.692  -4.065
C  -4.785  0.341  -1.249
C  -5.303  0.847  -2.662
O  -5.174  0.233  -3.676
C  -5.926  2.298  -2.665
H  -4.555  1.227  -0.605
H  -3.941  -0.332  -1.376
H  -5.532  -0.275  -0.656
H  -6.706  2.246  -1.928
H  -6.348  2.538  -3.620
H  -5.196  3.037  -2.384
C  3.599  -0.991  -3.960
C  3.067  -1.148  -2.551
O  1.890  -1.474  -2.401
C  4.000  -0.871  -1.449
H  2.735  -1.166  -4.591
H  4.505  -1.588  -4.242
H  3.924  0.045  -4.040
H  5.056  -0.994  -1.782
H  3.789  -1.553  -0.629
H  3.797  0.143  -1.054
C  -0.695  4.198  -1.152
C  -1.637  3.388  -0.352
O  -2.524  2.735  -0.898
C  -1.408  3.412  1.136
H  -1.248  4.919  -1.776
H  -0.162  3.481  -1.835
H  0.111  4.676  -0.578
H  -0.499  2.948  1.360
H  -2.245  2.897  1.672
H  -1.325  4.428  1.513
C  0.231  -0.986  6.111
C  1.003  0.137  5.440
O  0.461  1.108  5.004
C  2.490  -0.063  5.187
H  0.723  -1.365  6.995
H  0.047  -1.714  5.336
H  -0.684  -0.468  6.382
H  2.631  -1.055  4.651
H  3.029  -0.140  6.141
H  2.880  0.805  4.670
C  3.192  4.269  2.616
C  4.527  3.756  3.110
O  4.650  2.532  3.358
C  5.682  4.742  3.223
H  2.390  3.565  2.874
H  3.228  4.322  1.501
H  2.965  5.206  3.084
H  6.001  4.938  2.177
H  6.493  4.356  3.767
H  5.350  5.708  3.644
C  -0.796  0.028  0.578
C  0.455  0.596  0.124
O  0.544  1.206  -0.926
C  1.595  0.487  1.157
H  -1.590  0.039  -0.181
H  -1.052  0.591  1.478
H  -0.653  -0.982  0.896
H  1.764  -0.538  1.420
H  1.332  0.920  2.150
H  2.532  0.997  0.836
C  -3.013  -0.843  3.549
O  -4.034  -1.075  2.587
P  -4.754  -2.512  2.537
O  -3.916  -3.681  2.647
O  -5.882  -2.463  3.692
C  -6.739  -1.340  3.700
O  -5.535  -2.380  1.123
C  -5.134  -3.276  0.091
H  -3.461  -0.502  4.466
H  -2.392  -0.012  3.170
H  -2.431  -1.753  3.711
H  -7.680  -1.693  3.315
H  -6.361  -0.576  3.049
H  -6.811  -0.962  4.725
H  -5.475  -4.255  0.346
H  -4.072  -3.283  -0.024
H  -5.647  -2.908  -0.799
C  5.934  5.919  -1.371
O  5.087  4.938  -0.702
P  5.031  3.362  -1.062
O  3.968  2.658  -0.336
O  4.897  3.255  -2.694
C  3.669  3.553  -3.428
O  6.513  2.880  -0.808
C  6.810  1.956  0.355
H  6.838  5.406  -1.735
H  6.141  6.668  -0.648
H  5.389  6.389  -2.237
H  3.752  3.281  -4.505
H  3.326  4.595  -3.360
H  2.872  2.914  -2.965
H  5.875  1.480  0.658
H  7.148  2.568  1.241
H  7.547  1.266  -0.013
C  -4.417  -4.548  -4.437
O  -3.081  -4.213  -4.360
P  -2.346  -4.052  -2.947
O  -2.816  -4.851  -1.808
O  -0.823  -4.203  -3.385
C  0.176  -4.057  -2.372
O  -2.423  -2.462  -2.689
C  -1.887  -1.547  -3.731
H  -4.991  -4.057  -3.618
H  -4.532  -5.622  -4.282
H  -4.804  -4.188  -5.403
H  0.876  -4.869  -2.415
H  -0.361  -3.966  -1.399
H  0.691  -3.105  -2.575
H  -1.726  -2.045  -4.673
H  -0.915  -1.275  -3.390
H  -2.543  -0.701  -3.889
C  -1.198  -4.465  4.889
O  -0.286  -4.719  3.808
P  0.176  -3.638  2.763
O  0.378  -2.341  3.429
O  1.490  -4.330  2.197
C  2.408  -3.548  1.413
O  -0.929  -3.533  1.620
C  -1.424  -4.744  0.928
H  -1.777  -3.573  4.815
H  -0.611  -4.351  5.788
H  -1.865  -5.306  4.954
H  2.741  -2.632  1.935
H  2.074  -3.315  0.379
H  3.275  -4.207  1.312
H  -0.572  -5.322  0.667
H  -1.962  -4.400  0.074
H  -2.057  -5.288  1.690

Atomic forces in eV per Å
C -1.36 0.38 0.76
C -1.08 0.83 0.08
O 0.01 0.00 -0.13
C 0.82 -0.83 -0.92
H 0.03 -0.25 0.38
H 0.85 -0.08 -0.61
H 0.27 -0.59 -0.30
H 0.22 0.62 0.74
H 0.24 -0.36 0.26
H 0.04 0.38 -0.11
C -1.29 0.40 0.08
C 0.22 1.63 1.94
O 0.14 -0.81 -0.66
C 0.49 -2.02 0.27
H 0.13 -0.82 -0.64
H 0.25 0.21 -0.12
H 0.41 0.77 -0.98
H -0.44 0.36 0.48
H -0.15 -0.02 -0.60
H 0.38 0.18 0.28
C 0.27 0.01 0.11
C -1.22 -0.81 -1.09
O 1.44 0.56 0.29
C 0.70 0.13 0.79
H 0.26 -0.11 -0.49
H -0.95 0.19 0.48
H 0.00 0.26 -0.19
H -0.72 0.32 0.34
H 0.05 -0.07 0.13
H 0.29 -0.22 -0.28
C 1.31 -0.16 -1.38
C -1.04 -0.77 -0.21
O 0.83 0.77 0.86
C -2.55 0.03 0.23
H 0.29 -0.22 0.25
H -0.58 0.63 0.41
H -0.50 0.06 -0.02
H 1.56 -0.86 0.33
H 0.74 0.35 -0.44
H -0.06 0.21 -0.11
C -0.14 1.67 0.03
C 1.43 -1.50 -0.23
O -0.94 1.18 -0.28
C -0.11 -1.09 0.31
H 0.20 -0.32 0.05
H 0.03 -0.42 0.02
H -0.45 -0.41 0.26
H -0.08 1.28 0.43
H -0.14 -0.13 -0.10
H 0.13 -0.12 -0.42
C 0.12 -0.79 -0.51
C -0.20 -3.00 0.52
O 0.21 3.12 -0.49
C -1.43 0.56 -1.24
H 0.38 0.00 -0.04
H 0.02 0.26 0.78
H -0.12 0.78 -0.10
H -0.08 0.04 0.45
H 0.97 -0.62 0.73
H 0.10 -0.44 -0.18
C -1.52 -0.42 0.01
C 1.48 1.08 0.06
O 0.47 -0.22 0.16
C 0.40 1.27 -0.13
H 0.24 0.32 0.29
H -0.37 -0.06 -0.03
H 0.10 -0.82 0.39
H 0.19 -0.77 -0.13
H -0.27 0.01 -0.69
H -0.72 -0.44 -0.01
C 0.55 0.41 -0.15
O -0.67 -0.84 -0.50
P -1.35 1.54 -0.63
O 0.86 -1.02 0.36
O 1.54 -0.44 -0.89
C -0.38 0.00 0.32
O 0.31 0.54 1.99
C -0.64 0.40 -0.37
H -0.19 0.01 0.56
H -0.14 -0.63 0.12
H 0.15 0.28 -0.06
H -0.62 0.21 0.09
H 0.11 0.63 -0.24
H -0.13 -0.10 -0.23
H -0.16 -0.80 -0.05
H 0.63 0.04 -0.29
H 0.27 -0.19 -0.07
C -0.74 -1.28 -1.33
O -0.27 -0.39 -0.42
P -0.45 0.84 -1.55
O 0.27 0.27 0.09
O 0.47 0.62 0.84
C -1.09 -1.05 0.74
O 0.21 -0.94 0.83
C -0.89 1.75 0.07
H -0.21 0.46 0.17
H 0.34 0.55 0.58
H 0.44 -0.61 0.83
H 0.45 0.12 0.97
H 0.50 -0.17 0.16
H 0.50 0.58 -0.55
H 0.19 -0.13 -0.18
H -0.09 -0.58 -1.19
H 0.25 -0.15 0.03
C -1.99 0.07 0.75
O 2.40 0.10 0.60
P 0.54 1.64 -0.86
O -0.12 0.28 -0.55
O -0.80 -0.99 -0.68
C -0.73 1.62 0.68
O -0.32 0.09 -0.54
C -0.21 -1.09 0.71
H 0.18 -0.17 -0.59
H -0.20 -0.03 -0.38
H 0.13 -0.39 0.36
H 0.08 -0.55 0.08
H 0.90 -0.29 -0.40
H -0.15 -0.56 0.23
H -0.30 -0.45 -0.33
H 0.63 0.59 0.41
H -0.29 -0.01 0.40
C 0.65 -0.20 0.09
O -0.15 -0.68 -0.47
P -0.84 0.66 0.76
O 0.21 0.30 -0.81
O -0.55 0.33 -0.39
C 0.85 -0.18 -0.31
O 0.72 -0.37 0.06
C -0.41 0.41 2.57
H -0.37 0.69 -0.66
H 0.21 -0.24 0.34
H -0.16 -0.33 0.05
H -0.46 -0.39 -0.14
H -0.32 -0.08 0.76
H -0.05 0.20 -0.01
H 0.62 -0.69 -0.44
H -0.42 -0.01 -0.28
H 0.48 0.52 -1.17